Entry 1:
The following is a DFT calculation (ωB97M-V/def2-TZVPD) of C2H6N4O as an isolated structure in a non-equilibrium geometry.

Geometry as XYZ:
```
13
Properties=species:S:1:pos:R:3:forces:R:3
C 0.8406 -0.2897 -0.9435 2.099 -2.097 0.487
C -0.5606 0.5598 0.9594 -3.933 1.662 -3.404
H -1.6378 -0.5518 -1.5521 1.496 1.989 -1.155
H -1.2902 -0.0334 -3.0735 -0.235 -0.009 -1.191
H 1.8971 -1.1187 -0.9361 -2.915 3.556 -0.090
H 0.6232 -0.0205 2.3327 1.607 -2.694 -1.850
H 0.9039 -1.6106 1.5060 -0.162 -2.147 1.305
H -1.3163 1.1259 0.3008 1.390 -0.731 0.496
N -1.1240 0.2328 -2.1369 -0.163 -0.967 2.821
N 0.3058 0.0933 -2.0307 -0.435 -1.940 0.369
N 0.3094 -0.2647 0.3887 2.074 -0.261 0.467
N 1.1831 -0.6780 1.5113 -0.252 2.444 -0.579
O -0.6976 0.6130 2.1500 -0.571 1.193 2.324
```
Forces are in eV/Å.

Values from the calculation:
charge = 0
frontier orbital gap = 9.3 eV
ΔE to the lowest compared entry with this formula, charge and spin = 5.458 eV

Results of the natural (NBO) charge analysis, in e, for atoms 1 through 2: C 0.25; C 0.52


Entry 2:
The following is a DFT calculation (ωB97M-V/def2-TZVPD) of the molecule C2H6N4O in a non-equilibrium geometry.

Geometry as XYZ:
```
13
Properties=species:S:1:pos:R:3:forces:R:3
H -1.4593 -0.4562 -2.5381 0.792 -0.980 0.708
N -0.8300 -0.8963 -1.8098 -1.421 2.433 -0.681
C -1.0056 -0.2154 -0.7367 0.937 -1.366 2.623
N -1.7423 0.8149 -0.2761 -3.759 1.981 2.821
N -0.3254 -0.7987 0.4416 3.271 -1.953 -2.959
N 0.3952 0.1053 1.3742 0.423 -3.890 3.584
C 1.6769 0.4710 1.0339 0.036 1.624 -4.157
O 2.0181 0.3826 -0.1422 0.604 -0.010 1.593
H -2.3248 1.4461 -0.9044 1.062 -1.605 1.216
H -2.2042 0.6601 0.8841 2.151 0.693 -5.167
H 0.3912 -1.4231 -0.3028 -1.676 1.876 3.421
H 0.7120 -0.5277 2.3662 -2.193 2.088 -3.257
H 2.2303 1.1303 1.7405 -0.227 -0.893 0.254
```
Forces are in eV/Å.

Values from the calculation:
charge = 0
frontier orbital gap = 10.0 eV
ΔE to the lowest compared entry with this formula, charge and spin = 4.598 eV
SMILES = [H]/N=C(\N)NNC=O

Results of the natural (NBO) charge analysis, in e, for atoms 1 through 2: H 0.34; N -0.73


Entry 3:
The following is a DFT calculation (ωB97M-V/def2-TZVPD) of the molecule C2H6N4O2 in a non-equilibrium geometry.

Geometry as XYZ:
```
14
Properties=species:S:1:pos:R:3:forces:R:3
N 1.2649 1.1396 -0.1739 3.223 3.382 -3.564
N -0.1017 1.1396 -0.0327 4.239 7.475 0.311
C -0.5485 0.0567 -0.1469 0.086 -10.120 -1.738
N 0.3632 -0.9825 -0.4567 0.000 -5.072 1.217
N 1.4663 -1.2454 0.5963 -1.261 0.191 -1.906
C -1.9463 -0.2028 -0.0517 -2.486 1.429 1.180
O -2.6361 -1.1461 -0.2528 0.450 -1.912 -0.692
O -2.4999 0.8845 0.4491 0.445 3.633 -0.005
H 1.5302 2.1304 -0.6167 -0.708 -2.798 1.440
H 1.7179 0.3158 -0.8993 -2.528 3.093 1.707
H -0.0366 -2.0217 -0.6027 0.612 3.592 0.348
H 1.0344 -1.2004 1.5468 1.003 0.700 -1.116
H 2.1903 -0.5393 0.2880 -1.149 -1.419 2.290
H -1.7980 1.6716 0.3530 -1.927 -2.175 0.528
```
Forces are in eV/Å.

Values from the calculation:
charge = 0
frontier orbital gap = 10.3 eV
ΔE to the lowest compared entry with this formula, charge and spin = 4.150 eV
SMILES = N/N=C(\NN)C(=O)O

Results of the natural (NBO) charge analysis, in e, for atoms 1 through 2: N -0.66; N -0.26


Question: What is the formula in the second record?
Answer: C2H6N4O